No. 1
Molecular formula: C27H30N4O7
Method: DFT, wB97M-V/def2-TZVPD

XYZ file:
```
68
C27H30N4O7 | the Open Molecules 2025 dataset | wB97M-V/def2-TZVPD
C 5.128 -5.704 1.723
C 3.775 -6.324 1.256
C 2.978 -6.449 2.285
O 2.434 -5.238 2.782
C 1.551 -4.554 2.095
C 0.879 -4.898 1.040
C -0.209 -4.228 0.506
C -0.338 -2.966 0.797
C -1.052 -1.790 0.188
O -1.528 -0.879 0.822
C -1.782 -2.147 -1.287
C -0.442 -2.173 -2.280
C 0.214 -0.863 -1.774
O 0.671 -0.505 -0.842
O 0.117 0.019 -2.817
C 0.384 1.257 -3.046
C 1.863 1.519 -2.117
O 3.035 0.858 -2.509
N 1.763 2.262 -1.023
C 3.228 2.667 -0.269
C 0.936 3.108 -0.546
C -0.073 2.772 0.282
N -0.152 1.469 0.818
N -1.027 3.555 0.521
C -2.164 3.207 1.517
C -3.033 1.916 1.006
C -3.682 1.007 1.541
C -4.386 0.105 0.900
C -4.650 -0.105 -0.505
C -3.919 1.098 -1.316
C -3.073 2.040 -0.660
C -1.169 4.839 0.093
O -2.342 5.578 0.496
N -0.287 5.204 -0.906
C 0.866 4.534 -0.952
O 1.588 4.908 -1.974
C 0.587 -2.314 1.795
C 1.272 -3.152 2.654
H 5.849 -5.668 0.795
H 5.038 -4.709 2.015
H 5.530 -6.258 2.591
H 3.865 -7.387 0.963
H 3.364 -5.895 0.408
H 3.461 -6.905 3.396
H 2.149 -7.087 2.403
H 1.081 -5.892 0.715
H -0.505 -4.632 -0.286
H -2.093 -3.191 -1.155
H -2.427 -1.432 -1.580
H 0.304 -2.841 -2.105
H -0.773 -2.104 -3.165
H -0.287 1.985 -2.349
H 0.776 1.957 -3.647
H 3.473 3.596 -0.310
H 3.961 1.767 -0.788
H 3.072 2.303 0.808
H -0.877 0.983 1.012
H 0.588 0.884 0.450
H -3.008 4.065 1.481
H -1.768 2.822 2.415
H -3.751 1.117 2.539
H -5.139 -0.611 1.476
H -5.223 -0.859 -0.854
H -4.093 0.862 -2.409
H -2.530 2.812 -1.300
H -0.354 6.069 -0.941
H 0.360 -1.357 2.410
H 1.907 -2.845 3.329
```

Values from the calculation:
E_LUMO = 0.094 eV
SMILES = CCCOc1ccc(C(=O)CCC(=O)OCC(=O)N(C)c2c(N)n(Cc3ccccc3)c(=O)[nH]c2=O)cc1
Net charge = 0
Kohn-Sham gap = 8.2077 eV

Atomic partial charges in e from the Mulliken method, atoms 1 to 2: -1.15 0.05



No. 2
Molecular formula: C27H31AsN2O2PPdS2
Method: DFT, wB97M-V/def2-TZVPD

XYZ file:
```
67
C27H31AsN2O2PPdS2 | the Open Molecules 2025 dataset | wB97M-V/def2-TZVPD
Pd 0.145 -0.380 0.851
C 5.676 0.878 3.298
C 4.824 -0.320 3.669
O 3.429 -0.004 3.508
P 2.443 -0.572 2.418
S 0.568 0.060 3.135
S 2.121 -0.559 -0.431
O 2.509 -2.132 2.764
C 1.614 -3.151 2.327
C 1.525 -4.182 3.440
H 6.723 0.602 3.397
H 5.458 1.712 3.961
H 5.475 1.187 2.273
H 4.937 -0.560 4.729
H 5.080 -1.206 3.083
H 2.022 -3.600 1.415
H 0.621 -2.706 2.121
H 2.529 -4.464 3.741
H 1.003 -5.072 3.104
H 1.008 -3.783 4.308
N -3.086 -5.550 -1.013
C -2.435 -4.457 -0.615
C -1.097 -4.213 -0.998
C -0.457 -3.087 -0.558
N -1.054 -2.179 0.227
C -2.327 -2.379 0.591
C -3.045 -3.485 0.209
H -2.626 -6.239 -1.587
H -4.056 -5.691 -0.786
H -0.597 -4.908 -1.652
H 0.576 -2.884 -0.828
H -2.773 -1.615 1.221
H -4.064 -3.615 0.542
C -3.216 5.835 -0.993
C -3.283 4.819 -1.931
C -2.704 3.586 -1.671
C -2.031 3.398 -0.469
C -1.954 4.416 0.473
C -2.544 5.641 0.203
As -0.980 1.723 -0.175
C 0.740 2.308 -0.900
C 1.868 2.276 -0.069
C 3.101 2.697 -0.556
C 3.212 3.131 -1.864
C 2.093 3.170 -2.688
C 0.854 2.770 -2.203
C -1.713 0.499 -1.502
C -0.876 -0.249 -2.327
C -1.412 -1.213 -3.164
C -2.782 -1.435 -3.179
C -3.620 -0.708 -2.345
C -3.087 0.245 -1.495
H -3.704 6.778 -1.187
H -3.792 4.978 -2.869
H -2.774 2.792 -2.406
H -1.441 4.255 1.414
H -2.487 6.435 0.930
H 1.759 2.011 0.985
H 3.964 2.699 0.092
H 4.166 3.463 -2.241
H 2.188 3.515 -3.707
H -0.022 2.810 -2.842
H 0.196 -0.065 -2.329
H -0.765 -1.791 -3.806
H -3.200 -2.167 -3.851
H -4.685 -0.884 -2.360
H -3.734 0.817 -0.833
```

Values from the calculation:
2S+1 = 2
E_LUMO (spin up / spin down) = -8.775 / -8.823 eV
Net charge = +2
Kohn-Sham gap (spin up / spin down) = 5.0520 / 4.9903 eV

Atomic partial charges in e from the Mulliken method, atoms 1 to 2: -0.21 -1.03



Number 1: electronic energy -1791.83396 a.u.. Number 2: electronic energy -4808.21172 a.u..